The following is a DFT calculation (the ωB97M-V functional and the def2-TZVPD basis) of an isolated molecule of C6H9N at a distorted geometry.

```
16
Properties=species:S:1:pos:R:3:forces:R:3:lowdin_charge:R:1
C 2.622 0.805 1.864 0.1 0.0 0.0 -0.115
C 1.687 0.139 0.950 -0.3 -0.2 -0.3 -0.082
C 0.941 -0.413 0.178 0.4 0.2 0.3 -0.042
C 0.026 -1.070 -0.774 0.1 0.0 -0.2 -0.179
C -1.401 -0.640 -0.487 0.2 0.4 -0.1 -0.320
C -1.835 0.739 -1.014 0.1 -0.1 0.4 -0.143
N -2.371 -0.498 -1.530 -0.2 -0.4 -0.7 -0.012
H 2.694 1.878 1.653 -0.1 -0.2 0.0 0.074
H 3.627 0.383 1.762 -0.1 0.0 0.0 0.074
H 2.321 0.688 2.911 0.0 0.0 -0.2 0.074
H 0.186 -2.156 -0.725 -0.2 0.2 -0.1 0.114
H 0.240 -0.732 -1.790 0.2 -0.2 0.0 0.117
H -1.773 -1.067 0.466 0.1 1.0 -0.3 0.148
H -1.406 1.317 -1.851 0.7 -0.5 0.9 0.107
H -2.231 1.397 -0.243 -0.9 -0.3 -0.2 0.092
H -3.328 -0.769 -1.370 0.0 0.0 0.5 0.094
```
Forces are in eV/Å.

As for the orbital gap: 0.3807 Ha. Its spin multiplicity is 1. For the molar mass, the calculation gives 95.1 g mol⁻¹. The value obtained for the energy above the lowest of the compared OMol25 structures with the same formula, charge and spin is 325.3 kJ/mol.

***

The following is a DFT calculation (the ωB97M-V functional and the def2-TZVPD basis) of C6H9N as an isolated structure at a distorted geometry.

```
16
Properties=species:S:1:pos:R:3:forces:R:3:lowdin_charge:R:1
C 2.847 -0.054 0.317 1.0 -0.5 1.3 -0.075
C 1.746 0.236 -0.513 0.8 0.4 -0.6 -0.196
C 0.873 0.688 -1.242 -1.1 0.2 -0.3 0.009
C -0.106 -0.501 -0.583 -0.7 -0.2 -1.6 -0.251
N -0.889 0.005 0.496 0.2 0.2 0.7 -0.119
C -2.290 -0.378 0.498 -0.5 -0.9 0.0 -0.149
C -1.899 0.984 0.161 0.1 0.8 -0.6 -0.151
H 3.673 0.619 0.062 -0.2 0.1 0.0 0.102
H 3.243 -1.066 0.211 -0.2 0.0 0.1 0.089
H 2.537 0.155 1.345 0.4 -0.2 0.1 0.098
H -0.632 -0.638 -1.545 -0.4 -0.3 0.5 0.101
H 0.267 -1.503 -0.331 0.4 0.4 0.2 0.122
H -2.736 -0.582 1.464 0.1 -0.1 0.0 0.101
H -2.618 -1.005 -0.329 -0.1 0.0 0.2 0.107
H -1.955 1.261 -0.889 0.0 0.1 0.1 0.108
H -2.063 1.779 0.878 0.1 0.0 -0.1 0.105
```
Forces are in eV/Å.

As for the orbital gap: 0.3683 Ha. Its spin multiplicity is 1. For the molar mass, the calculation gives 95.1 g mol⁻¹. The value obtained for the energy above the lowest of the compared OMol25 structures with the same formula, charge and spin is 547.2 kJ/mol.

***

The following is a DFT calculation (the ωB97M-V functional and the def2-TZVPD basis) of an isolated molecule of C6H9N at a distorted geometry.

```
16
Properties=species:S:1:pos:R:3:forces:R:3:lowdin_charge:R:1
C -3.473 0.441 0.765 0.0 0.0 0.0 -0.116
C -2.000 0.419 0.749 0.6 0.0 0.0 -0.087
C -0.790 0.424 0.700 -0.4 -0.1 0.1 -0.032
C 0.655 0.492 0.415 0.2 0.0 0.0 -0.177
C 1.228 -0.631 -0.439 0.1 -0.2 0.1 -0.317
C 2.335 -0.267 -1.341 0.2 0.0 -0.4 -0.150
N 2.624 -0.752 0.002 0.4 -0.3 -0.1 -0.015
H -3.879 0.256 -0.237 0.2 0.0 0.2 0.074
H -3.853 1.416 1.091 0.2 -0.1 0.0 0.074
H -3.893 -0.317 1.435 0.2 0.1 -0.1 0.072
H 1.468 0.376 1.176 -1.8 0.9 0.7 0.122
H 0.836 1.463 -0.066 0.0 -0.2 0.0 0.114
H 0.622 -1.518 -0.622 0.2 0.2 0.0 0.142
H 2.510 0.796 -1.503 0.1 -0.2 0.0 0.103
H 2.595 -0.915 -2.170 -0.1 0.1 -0.1 0.100
H 3.015 -1.683 0.045 -0.2 -0.2 -0.4 0.092
```
Forces are in eV/Å.

As for the orbital gap: 0.3793 Ha. Its spin multiplicity is 1. For the molar mass, the calculation gives 95.1 g mol⁻¹. The value obtained for the energy above the lowest of the compared OMol25 structures with the same formula, charge and spin is 336.0 kJ/mol.

***

The following is a DFT calculation (the ωB97M-V functional and the def2-TZVPD basis) of C6H9N as an isolated structure at a distorted geometry.

```
16
Properties=species:S:1:pos:R:3:forces:R:3:lowdin_charge:R:1
C 1.554 1.162 0.086 0.0 0.1 0.0 -0.046
C 0.521 0.030 0.087 0.0 0.1 0.0 -0.599
C -0.230 -0.046 1.432 0.0 -0.2 -0.1 0.116
C -1.754 -0.519 -0.058 0.0 -0.1 -0.1 -0.075
C -0.696 0.259 -0.832 0.0 0.1 -0.1 -0.175
C 1.177 -1.242 -0.292 0.4 -0.9 -0.2 -0.198
N 1.679 -2.248 -0.571 -0.5 1.0 0.3 0.156
H 2.028 1.257 -0.897 -0.1 0.0 0.1 0.091
H 2.338 0.980 0.828 -0.1 0.0 -0.1 0.089
H 1.051 2.099 0.340 0.1 -0.1 0.0 0.085
H -1.595 -0.121 1.051 0.0 0.0 0.1 0.052
H -0.132 -1.059 1.859 -0.1 0.2 -0.1 0.054
H -1.654 -1.602 -0.129 0.0 0.2 0.0 0.102
H -2.793 -0.216 -0.216 0.1 0.0 0.1 0.102
H -0.556 -0.060 -1.868 0.0 0.0 0.2 0.123
H -0.938 1.326 -0.820 0.1 -0.1 0.0 0.123
```
Forces are in eV/Å.

As for the orbital gap: 0.3296 Ha. Its spin multiplicity is 1. For the molar mass, the calculation gives 95.1 g mol⁻¹. The value obtained for the energy above the lowest of the compared OMol25 structures with the same formula, charge and spin is 444.0 kJ/mol.

***

The following is a DFT calculation (the ωB97M-V functional and the def2-TZVPD basis) of C6H9N as an isolated structure.

```
16
Properties=species:S:1:pos:R:3:forces:R:3:lowdin_charge:R:1
C 1.883 -0.406 -0.094 -0.2 0.0 0.0 -0.002
N 0.597 -0.354 -0.053 0.5 -0.2 0.0 -0.125
C -0.430 -0.071 1.015 0.1 0.0 0.3 -0.225
C -0.586 1.151 0.131 -0.4 0.1 0.0 -0.149
C -0.486 0.129 -0.985 0.0 0.0 -0.3 -0.225
C -1.551 -0.961 -0.724 0.0 0.0 0.2 -0.031
C -1.514 -1.093 0.603 0.0 0.0 -0.2 -0.031
H 2.434 -0.582 0.822 -0.1 0.0 -0.1 0.083
H 2.383 -0.393 -1.054 -0.1 0.0 0.1 0.083
H 1.949 1.766 0.127 -0.1 0.0 0.0 0.045
H -0.066 -0.034 2.044 -0.1 0.0 -0.2 0.138
H 1.133 1.861 0.158 0.1 0.0 0.0 0.030
H -1.380 1.890 0.229 0.1 -0.1 0.0 0.084
H -0.182 0.371 -2.007 -0.1 0.0 0.2 0.138
H -2.128 -1.504 -1.463 0.1 0.1 0.1 0.094
H -2.054 -1.772 1.252 0.1 0.1 -0.1 0.094
```
Forces are in eV/Å.

As for the orbital gap (alpha / beta): 0.2779 / 0.2779 Ha. Its spin multiplicity is 1. For the molar mass, the calculation gives 95.1 g mol⁻¹. The value obtained for the energy above the lowest of the compared OMol25 structures with the same formula, charge and spin is 693.6 kJ/mol.

***

The following is a DFT calculation (the ωB97M-V functional and the def2-TZVPD basis) of an isolated molecule of C6H9N.

```
16
Properties=species:S:1:pos:R:3:forces:R:3:lowdin_charge:R:1
C -1.812 -1.029 0.575 -0.3 0.1 0.0 -0.050
C 0.378 -1.034 -0.193 0.2 0.4 -0.1 -0.011
C 1.032 0.153 -0.080 0.1 -0.3 0.0 -0.382
C 2.379 0.258 0.568 0.2 0.0 0.0 -0.095
C 0.269 1.292 -0.591 -0.2 -0.1 0.0 -0.036
C -0.972 0.904 -0.911 0.2 0.0 0.2 -0.087
N -1.040 -0.537 -0.621 0.0 -0.3 0.0 -0.189
H -1.260 -0.780 1.485 -0.1 0.2 -0.3 0.093
H -1.833 -2.118 0.504 -0.1 0.2 0.0 0.087
H -2.815 -0.607 0.595 0.0 0.0 -0.1 0.084
H 3.164 0.573 -0.129 0.0 0.0 0.1 0.069
H 2.641 -0.725 0.969 0.1 0.2 -0.1 0.067
H 2.371 0.969 1.405 0.0 -0.1 -0.2 0.072
H 0.661 2.298 -0.726 -0.2 -0.2 0.1 0.111
H -1.778 1.426 -1.415 0.0 -0.2 0.3 0.105
H -1.385 -1.044 -1.435 0.2 0.0 0.1 0.161
```
Forces are in eV/Å.

As for the orbital gap: 0.3145 Ha. Its spin multiplicity is 1. For the molar mass, the calculation gives 95.1 g mol⁻¹. The value obtained for the energy above the lowest of the compared OMol25 structures with the same formula, charge and spin is 373.0 kJ/mol.

***

The following is a DFT calculation (the ωB97M-V functional and the def2-TZVPD basis) of C6H9N as an isolated structure at a distorted geometry.

```
16
Properties=species:S:1:pos:R:3:forces:R:3:lowdin_charge:R:1
C -0.067 -0.481 3.611 0.0 0.0 0.2 -0.124
C -0.303 -0.501 2.174 -0.1 0.0 -0.3 -0.099
C -0.319 -0.540 0.969 0.1 0.1 0.9 -0.084
C -0.079 -0.574 -0.422 2.1 0.5 0.7 -0.198
C 0.379 0.541 -1.072 1.5 -0.9 1.3 -0.156
C 0.658 0.405 -2.513 -0.5 0.0 0.4 -0.209
N -0.797 0.576 -2.610 -1.1 -0.8 -2.3 0.002
H 0.942 -0.109 3.826 -0.2 0.0 0.0 0.075
H -0.139 -1.493 4.020 0.0 0.1 0.0 0.074
H -0.783 0.154 4.141 0.0 -0.1 0.0 0.069
H -1.239 -0.104 -1.953 -0.3 1.7 -1.5 0.096
H 0.303 -1.512 -0.814 -0.5 -0.2 -0.2 0.105
H 0.374 1.553 -0.669 -0.2 -0.3 0.1 0.131
H 0.982 -0.593 -2.841 -0.1 0.4 0.1 0.111
H 1.236 1.180 -3.038 -0.4 -0.2 0.4 0.119
H -1.148 1.497 -2.809 -0.4 -0.2 0.1 0.087
```
Forces are in eV/Å.

As for the orbital gap: 0.3025 Ha. Its spin multiplicity is 1. For the molar mass, the calculation gives 95.1 g mol⁻¹. The value obtained for the energy above the lowest of the compared OMol25 structures with the same formula, charge and spin is 430.5 kJ/mol.

***

The following is a DFT calculation (the ωB97M-V functional and the def2-TZVPD basis) of an isolated molecule of C6H9N at a distorted geometry.

```
16
Properties=species:S:1:pos:R:3:forces:R:3:lowdin_charge:R:1
C -1.379 -0.814 -0.540 0.0 -0.1 0.0 -0.065
C -0.237 0.044 -1.032 -0.1 -0.1 -0.1 -0.262
C 1.052 0.135 -0.274 0.1 -0.1 0.0 -0.254
C 1.348 -0.724 0.932 -0.1 0.0 0.0 -0.054
C 0.090 1.314 -0.271 -0.1 0.2 0.0 -0.199
C -0.768 1.593 0.855 -0.6 0.2 0.8 -0.207
N -1.522 1.781 1.714 0.8 -0.1 -0.7 0.154
H -2.341 -0.388 -0.845 0.2 -0.1 -0.1 0.088
H -1.263 -1.813 -0.965 -0.2 0.0 0.0 0.082
H -1.415 -0.909 0.549 0.1 0.1 -0.2 0.068
H -0.172 0.117 -2.115 0.0 0.1 0.2 0.137
H 1.928 0.336 -0.889 -0.2 0.0 0.1 0.136
H 0.445 -0.984 1.489 0.1 0.1 0.0 0.071
H 1.818 -1.659 0.604 -0.1 0.1 0.1 0.084
H 2.034 -0.224 1.622 -0.1 0.0 -0.1 0.082
H 0.381 2.196 -0.834 0.0 -0.1 0.1 0.139
```
Forces are in eV/Å.

As for the orbital gap: 0.4142 Ha. Its spin multiplicity is 1. For the molar mass, the calculation gives 95.1 g mol⁻¹. The value obtained for the energy above the lowest of the compared OMol25 structures with the same formula, charge and spin is 101.2 kJ/mol.

***

The following is a DFT calculation (the ωB97M-V functional and the def2-TZVPD basis) of C6H9N as an isolated structure at a distorted geometry.

```
16
Properties=species:S:1:pos:R:3:forces:R:3:lowdin_charge:R:1
C 0.256 0.509 -0.126 -0.3 -0.2 0.3 -0.061
C -0.896 1.149 0.413 4.7 0.3 -0.6 -0.006
C -1.609 -0.040 -0.091 0.3 -2.6 -1.3 -0.427
C -3.017 -0.468 -0.172 -2.5 4.2 3.1 -0.045
C 2.653 -0.421 0.502 1.9 -3.7 -2.2 -0.147
C 1.982 0.291 -0.602 -5.3 1.1 1.0 -0.138
N -0.590 -0.691 -0.588 -1.4 0.7 0.5 0.082
H -1.002 2.062 0.988 -0.4 -0.2 -0.2 0.068
H -3.675 0.507 -0.516 1.5 -2.6 0.4 0.140
H -3.502 -0.672 0.876 1.2 0.7 -1.4 0.111
H -3.235 -1.352 -0.649 0.0 -1.7 -1.8 0.030
H 3.751 -0.590 0.389 -0.4 0.7 -0.7 0.079
H 2.380 -1.544 0.434 -0.4 1.9 1.2 0.116
H 2.630 0.143 1.367 -0.8 0.4 2.2 0.046
H 1.706 -0.204 -1.534 0.8 -0.1 0.1 0.090
H 2.168 1.321 -0.691 1.2 1.2 -0.6 0.062
```
Forces are in eV/Å.

As for the orbital gap (alpha / beta): 0.2921 / 0.2922 Ha. Its spin multiplicity is 1. For the molar mass, the calculation gives 95.1 g mol⁻¹. The value obtained for the energy above the lowest of the compared OMol25 structures with the same formula, charge and spin is 560.4 kJ/mol.

***

The following is a DFT calculation (the ωB97M-V functional and the def2-TZVPD basis) of an isolated molecule of C6H9N at a distorted geometry.

```
16
Properties=species:S:1:pos:R:3:forces:R:3:lowdin_charge:R:1
C -1.546 1.139 0.261 -0.1 -0.2 -0.1 -0.030
C -0.422 0.212 -0.169 -0.2 -0.1 -0.1 -0.334
C -0.469 -1.325 -0.521 -0.3 0.2 0.0 -0.038
C 0.136 -0.834 0.742 0.1 -0.1 0.3 -0.181
C 1.551 -0.224 0.490 0.3 -0.1 0.3 -0.182
N 1.903 -0.130 -0.917 0.1 -0.2 -0.1 0.056
C 0.982 0.834 -0.381 0.0 0.2 0.0 -0.202
H -1.434 1.381 1.330 0.0 -0.1 -0.3 0.085
H -2.538 0.705 0.131 0.0 0.0 0.0 0.075
H -1.525 2.104 -0.264 0.0 -0.3 -0.1 0.076
H -1.476 -1.723 -0.548 -0.1 0.1 0.6 0.101
H 0.172 -1.984 -1.125 -0.3 0.9 -0.4 0.102
H -0.231 -1.089 1.728 0.1 0.1 0.0 0.136
H 2.333 -0.172 1.237 0.0 -0.1 -0.1 0.127
H 1.382 -0.792 -1.485 0.5 0.0 -0.1 0.071
H 1.182 1.899 -0.508 -0.1 -0.3 0.2 0.137
```
Forces are in eV/Å.

As for the orbital gap: 0.3549 Ha. Its spin multiplicity is 1. For the molar mass, the calculation gives 95.1 g mol⁻¹. The value obtained for the energy above the lowest of the compared OMol25 structures with the same formula, charge and spin is 381.4 kJ/mol.

***

| no. | electronic energy (eV) |
| --- | --- |
| 1 | -7854.788 |
| 2 | -7852.488 |
| 3 | -7854.678 |
| 4 | -7853.558 |
| 5 | -7850.971 |
| 6 | -7854.294 |
| 7 | -7853.698 |
| 8 | -7857.111 |
| 9 | -7852.351 |
| 10 | -7854.207 |